1.
This record from the Open Molecules 2025 dataset describes 4 unconnected molecules or ions with the total composition C25H52ClFO11P in a non-equilibrium geometry. The level of theory is wB97M-V/def2-TZVPD.

The geometry in XYZ format:
```
91
Properties=species:S:1:pos:R:3
H -3.889 1.764 7.076
C 8.867 1.520 -4.115
H -5.086 0.808 7.969
H -6.907 -0.754 6.206
H 3.863 -1.815 -4.459
C -4.397 0.484 4.841
O -1.729 1.513 -3.381
C -4.380 0.795 7.142
C 4.330 -0.192 -2.066
H 4.796 1.794 -2.652
H 0.322 -1.131 -1.453
H -5.322 -0.057 1.804
O 10.097 1.097 -3.813
H 4.442 0.100 0.687
O -10.417 0.240 7.415
H -3.645 0.010 7.312
Cl -3.227 0.224 -0.117
H 5.413 1.302 1.546
C 3.247 -3.007 -2.759
C 10.225 0.592 -2.483
H 3.392 1.710 -1.619
H 2.572 -2.049 -0.882
O -8.800 -1.219 8.019
H -1.769 -2.015 0.149
H 7.282 3.292 -5.221
C 3.091 -1.783 -3.685
H 4.197 -0.809 -1.178
C 0.112 -2.069 -0.942
P -3.474 1.511 -3.629
C 7.609 2.448 -5.825
H -7.520 -0.785 4.557
O 8.876 1.964 -5.372
H 6.338 1.923 -0.916
H -3.239 -2.132 -1.878
H -3.331 2.777 -4.332
H -7.930 -2.109 5.659
H -3.645 2.292 -2.408
H -0.429 0.316 -2.560
H 0.683 -3.043 -2.799
H 2.728 -3.786 -0.845
H 4.951 2.659 -0.182
H -4.895 1.434 -3.859
H -4.074 1.096 2.295
H 9.575 -0.269 -2.335
C 5.326 1.704 -0.571
H 11.260 0.283 -2.364
C -1.351 0.813 -2.226
H 0.563 -1.974 0.052
H 7.748 2.776 -6.851
C -1.395 -2.341 -0.824
H 9.996 1.366 -1.753
O 7.917 1.504 -3.380
H 2.887 -3.877 -3.323
C 2.405 -2.947 -1.476
C 4.405 1.316 -1.746
O -3.573 0.049 -2.634
H -0.271 0.960 0.740
H -11.833 0.765 8.765
H 6.863 1.656 -5.801
H 0.536 -4.120 -1.346
H -3.824 -0.655 2.530
H -10.238 0.453 9.474
O -5.208 0.232 3.820
H 2.189 -0.207 -2.422
H -11.261 -0.906 8.928
C 0.885 -3.161 -1.732
O -3.208 0.643 4.787
C -9.322 -0.500 7.207
H -3.206 0.713 -4.813
C 5.334 0.719 0.624
C -2.499 -0.164 -1.782
C -7.745 -1.037 5.588
F -0.335 2.936 -1.838
C -2.250 -1.673 -1.925
H 4.291 -3.232 -2.520
C -10.958 0.121 8.728
H 2.129 -1.886 -4.201
C 3.102 -0.423 -2.979
C -0.918 1.864 -1.157
H -1.767 2.286 -0.620
H 6.235 0.104 0.569
O -8.920 -0.300 5.958
C -4.552 0.151 2.539
H 0.806 0.640 -0.635
H -1.848 -1.891 -2.917
H 0.795 2.235 0.064
O -5.137 0.531 5.961
H -1.543 -3.425 -0.896
C 0.151 1.384 -0.172
H 3.178 0.340 -3.764
H 5.258 -0.467 -2.577
```

The total charge is -1. For the HOMO-LUMO gap, the calculation gives 0.2305 Ha. The spin multiplicity is 1.

These are the Löwdin partial charges, in e, on atoms 1 to 2: number 1, H, carries 0.097; number 2, C, carries -0.622



2.
This record from the Open Molecules 2025 dataset describes a gas-phase ion, C2H4NO2 (charge +1) in a non-equilibrium geometry. The level of theory is wB97M-V/def2-TZVPD.

The geometry in XYZ format:
```
9
Properties=species:S:1:pos:R:3
H 1.403 1.886 0.114
N 2.275 -0.047 0.258
C 1.203 0.778 -0.074
H -0.848 0.779 -0.156
O 2.867 -0.614 1.078
O 2.198 0.162 -0.996
H -0.086 -0.472 -1.260
H -0.065 -0.743 0.347
C -0.071 0.097 -0.332
```

The total charge is +1. For the HOMO-LUMO gap, the calculation gives 0.4064 Ha. For the relative energy (zero: lowest compared OMol25 entry of this formula, charge and spin), the calculation gives 5.7654 eV. The spin multiplicity is 1. The SMILES is C[C@@H]1O[N+]1=O.

These are the Löwdin partial charges, in e, on atoms 1 to 2: number 1, H, carries 0.220; number 2, N, carries -0.157



3.
This record from the Open Molecules 2025 dataset describes a molecular structure, C37H42As2BrLaN7O10 in a non-equilibrium geometry. The level of theory is wB97M-V/def2-TZVPD.

The geometry in XYZ format:
```
100
Properties=species:S:1:pos:R:3
H -0.278 -2.316 -5.004
C 1.477 1.926 2.519
C 0.152 -6.254 1.913
O 3.503 3.927 1.589
H 1.445 2.361 -2.798
H 3.326 -1.382 -5.611
C 0.013 -5.410 0.830
H -4.968 0.890 -5.264
O -3.038 3.215 2.365
H 0.498 6.778 1.704
H 0.115 6.145 0.079
C -3.402 0.169 -3.944
C 1.895 -4.752 2.696
H -5.060 2.920 2.803
C 0.556 5.903 1.052
N -0.303 -3.066 -3.058
La 0.087 -1.025 -0.984
O 5.716 -0.703 -4.552
C -2.781 -2.047 1.007
O 1.157 3.499 -0.750
C 0.388 2.096 -2.714
C -2.396 2.103 2.399
O -2.778 1.102 2.980
C 2.736 1.334 3.110
H 2.630 -4.594 3.498
C -3.099 1.208 -1.809
N -0.777 -5.450 -0.321
H -2.209 -3.508 -2.152
H -3.898 2.903 4.188
C 3.784 5.689 3.580
C 0.309 2.724 -0.443
H 2.274 -2.910 1.558
C 3.246 -0.346 -1.990
H 1.272 -1.276 -4.350
H -2.576 -4.099 0.760
C -1.861 -1.419 -3.856
N -3.390 -1.381 1.963
H 5.364 -0.062 -2.078
H -2.595 1.299 -0.877
H -1.376 -4.933 -2.894
H 5.029 0.963 4.150
H -5.559 2.661 -3.653
H 5.643 -0.955 -5.477
H -1.628 -3.326 -4.737
H 1.200 -6.565 3.654
C 1.364 3.246 2.358
As -0.252 4.399 2.013
H -0.905 -1.323 3.201
H -4.317 4.440 3.328
C -1.153 1.940 1.501
O 3.281 2.090 4.041
N 0.385 -3.577 -0.484
C 4.555 -0.714 -3.948
C 0.735 -4.205 0.708
H -0.187 2.950 -2.955
C 3.363 -1.082 -4.580
N -1.725 -0.736 -2.725
O -1.755 -1.629 0.412
C -2.731 0.245 -2.744
C -1.195 -4.020 -2.336
H -3.084 -0.451 2.287
C 4.480 1.678 4.754
O 2.543 5.000 3.358
C 1.745 -3.873 1.640
H 4.195 1.250 5.705
C 2.602 4.094 2.393
H 0.098 1.281 -3.360
H -0.454 -7.158 2.007
C 1.112 -5.913 2.833
H -1.294 -6.280 -0.622
C 4.464 -0.362 -2.604
C -0.285 -0.478 3.505
C -4.122 2.075 -2.176
C -0.507 -4.358 -1.060
O 3.105 0.213 2.774
Br 3.120 0.028 -0.116
C -4.196 3.373 3.262
C -0.620 2.921 0.761
N -2.876 -0.938 -4.578
H -4.224 -1.792 2.351
C -4.468 1.002 -4.344
H -3.665 -3.316 -0.426
C -4.770 1.981 -3.423
C -1.011 -2.582 -4.245
H 4.534 4.931 3.744
H 4.098 6.306 2.736
H 0.714 -0.887 3.792
H 5.064 2.563 4.909
O 0.040 1.671 -1.336
H -4.231 -3.617 1.242
C 2.189 -1.045 -3.881
N 2.109 -0.675 -2.583
H -0.693 0.096 4.307
As 0.153 0.574 1.866
C -3.367 -3.349 0.632
H -4.447 2.822 -1.455
H 0.555 -3.557 -3.328
H 3.636 6.329 4.435
H -3.149 -1.315 -5.492
H 1.600 5.699 0.862
```

The total charge is +3. For the HOMO-LUMO gap, the calculation gives 0.2778 Ha. The spin multiplicity is 1.

These are the Löwdin partial charges, in e, on atoms 1 to 2: number 1, H, carries 0.124; number 2, C, carries -0.243